Version one
This record from the Open Molecules 2025 dataset describes a 10-piece molecular cluster, C5H33N2O10 overall. The level of theory is ωB97M-V/def2-TZVPD.

**Gap between HOMO and LUMO**: 0.3359 hartree
**Net charge**: +1
**2S+1**: 1

Last columns: bonded neighbours and bond lengths (Å).
Positions of all 50 atoms, in Å:
1 C -2.15634 1.34099 -0.49649  O2 1.441, C3 1.541, H9 1.103, H10 1.087
2 O -2.87499 1.37922 0.75165  C1 1.441, H11 0.971
3 C -1.26886 0.08162 -0.50973  C1 1.541, C4 1.524, N8 1.533, H12 1.104
4 C -0.85638 -0.26599 -1.93518  C3 1.524, C5 1.557, H13 1.087, H14 1.118
5 C 0.68143 -0.40981 -2.12845  C4 1.557, C6 1.565, H15 1.087, H16 1.120
6 C 1.45805 0.92647 -1.88048  C5 1.565, N7 1.455, H17 1.101, H18 1.096
7 N 1.83486 1.17636 -0.49792  C6 1.455, H19 1.014, H20 0.988
8 N -2.06946 -0.99515 0.23152  C3 1.533, H21 1.054, H22 1.053, H23 1.021
9 H -1.60171 2.27585 -0.68227  C1 1.103
10 H -2.94637 1.37075 -1.24261  C1 1.087
11 H -2.41299 1.86794 1.45201  O2 0.971
12 H -0.46056 0.29713 0.21129  C3 1.104
13 H -1.15359 0.57270 -2.56019  C4 1.087
14 H -1.48238 -1.12169 -2.28976  C4 1.118
15 H 1.02603 -1.19584 -1.46063  C5 1.087
16 H 0.77077 -0.67085 -3.21349  C5 1.120
17 H 0.84472 1.73984 -2.29712  C6 1.101
18 H 2.30001 0.83276 -2.57605  C6 1.096
19 H 2.74190 0.79902 -0.24693  N7 1.014
20 H 1.65792 2.08605 -0.15633  N7 0.988
21 H -1.45804 -1.73558 0.66534  N8 1.054
22 H -2.64131 -0.48736 0.95465  N8 1.053
23 H -2.72946 -1.45176 -0.39995  N8 1.021
24 H 3.23657 3.79710 2.48054  O26 0.965
25 H 2.28040 4.82302 1.94778  O26 0.966
26 O 2.29600 3.92788 2.31028  H24 0.965, H25 0.966
27 H -0.63115 3.22311 1.97969  O29 0.964
28 H -0.89513 2.95173 3.43917  O29 0.965
29 O -1.10679 2.61744 2.55923  H27 0.964, H28 0.965
30 H -0.72072 -4.75167 -0.55059  O32 0.967
31 H -2.06018 -4.92168 -0.05567  O32 0.969
32 O -1.57550 -5.05769 -0.88416  H30 0.967, H31 0.969
33 H -3.37430 -3.46662 -2.03392  O35 0.967
34 H -1.90733 -3.26528 -1.95000  O35 0.982
35 O -2.74345 -2.80403 -1.72149  H33 0.967, H34 0.982
36 H 1.66381 -4.22103 0.11550  O38 0.955
37 H 1.68559 -2.63690 -0.24683  O38 0.964
38 O 1.28544 -3.50239 -0.38762  H36 0.955, H37 0.964
39 H 1.78415 -0.62534 2.14708  O41 0.977
40 H 2.57340 -1.74757 2.83052  O41 0.961
41 O 1.89736 -1.59566 2.16521  H39 0.977, H40 0.961
42 H 0.82269 1.56300 3.11301  O44 0.967
43 H 1.98588 1.66801 2.07187  O44 0.964
44 O 1.39200 1.05452 2.51894  H42 0.967, H43 0.964
45 H 2.39276 4.28937 -1.75942  O47 0.960
46 H 1.10053 4.06719 -2.73060  O47 0.961
47 O 1.63003 3.75520 -1.99215  H45 0.960, H46 0.961
48 H 0.15869 -2.02538 2.19296  O50 0.977
49 H 0.09201 -2.89907 0.99993  O50 0.971
50 O -0.46601 -2.62994 1.74786  H48 0.977, H49 0.971

Löwdin atomic charge list, values in e, 5 entries:
1 C -0.17
2 O -0.09
3 C -0.25
4 C -0.14
5 C -0.16


Version two
This record from the Open Molecules 2025 dataset describes a 11-piece molecular cluster, C5H33N2O10 overall. The level of theory is ωB97M-V/def2-TZVPD.

**Gap between HOMO and LUMO**: 0.3271 hartree
**Net charge**: +1
**2S+1**: 1

Last columns: bonded neighbours and bond lengths (Å).
Positions of all 50 atoms, in Å:
1 C -1.71495 1.67244 2.62408  C2 1.681, H8 1.084, H9 1.086, H10 1.080
2 C -0.58174 1.71175 1.38271  C1 1.681, C3 1.513, N7 1.536, H11 1.113
3 C -1.02556 0.77509 0.28119  C2 1.513, C4 1.511, H12 1.143, H13 1.142
4 C 0.00730 0.73276 -0.82138  C3 1.511, C5 1.351, N6 1.426
5 C 1.10103 -0.05886 -0.77447  C4 1.351, H14 1.116, H15 1.133
6 N -0.01289 1.86602 -1.68597  C4 1.426, H16 1.010, H17 0.995
7 N 0.72383 1.14679 1.96258  C2 1.536, H18 0.945, H19 1.038, H20 1.020
8 H -1.76898 0.82812 3.30135  C1 1.084
9 H -1.57023 2.58958 3.18787  C1 1.086
10 H -2.71425 1.67675 2.21377  C1 1.080
11 H -0.34951 2.73955 1.02306  C2 1.113
12 H -1.84690 1.38201 -0.23216  C3 1.143
13 H -1.56948 -0.09325 0.78538  C3 1.142
14 H 1.25676 -0.87903 -0.03338  C5 1.116
15 H 1.93537 -0.06708 -1.54050  C5 1.133
16 H -0.97756 2.11838 -1.84728  N6 1.010
17 H 0.53248 1.87944 -2.51750  N6 0.995
18 H 1.10853 1.71020 2.61630  N7 0.945
19 H 1.34708 1.06246 1.13723  N7 1.038
20 H 0.77141 0.21835 2.38143  N7 1.020
21 H 3.81094 1.05248 2.13632  O23 0.924
22 H 3.85127 0.39628 0.62593  O23 0.991
23 O 3.35204 0.82256 1.36793  H21 0.924, H22 0.991
24 H 0.66726 3.21080 -0.53691  O26 0.902
25 H 2.07349 2.95383 -0.24973  O26 0.915
26 O 1.28737 3.24354 0.11704  H24 0.902, H25 0.915
27 H -0.22116 -2.36730 -1.99694  O29 1.054
28 H -0.73957 -3.54134 -1.26386  O29 0.968
29 O -1.08402 -2.97129 -1.96662  H27 1.054, H28 0.968
30 H 2.22316 -2.79863 -0.67087  O32 0.910
31 H 2.15726 -4.08551 -1.43179  O32 0.944
32 O 1.66245 -3.33318 -1.14790  H30 0.910, H31 0.944
33 H 1.48711 -3.85996 1.20768  O35 0.913
34 H 0.46416 -2.83162 0.89051  O35 0.974
35 O 0.87221 -3.32720 1.62267  H33 0.913, H34 0.974
36 H 4.40932 -1.52651 0.24126  O38 0.942
37 H 4.33625 -1.74193 -1.18611  O38 0.958
38 O 3.94965 -1.18663 -0.50793  H36 0.942, H37 0.958
39 H 0.54657 -1.73102 3.88543  O41 0.964
40 H -0.27686 -2.30575 2.73816  O41 0.950
41 O 0.16216 -1.51430 3.02851  H39 0.964, H40 0.950
42 H -3.64563 -0.16785 -0.35576  O44 0.942
43 H -3.73130 -0.31717 -1.94412  O44 1.008
44 O -4.08499 0.15286 -1.12499  H42 0.942, H43 1.008
45 H -2.80443 -0.74123 -3.63546  O47 0.997
46 H -1.98733 -1.20910 -2.30721  O47 0.951
47 O -2.33620 -0.47289 -2.79706  H45 0.997, H46 0.951
48 H -3.26825 3.01616 -0.73615  O50 0.968
49 H -3.50827 1.71478 -1.38634  O50 1.000
50 O -2.90555 2.50811 -1.47583  H48 0.968, H49 1.000

Löwdin atomic charge list, values in e, 5 entries:
1 C 0.00
2 C -0.24
3 C -0.13
4 C -0.37
5 C 0.00


Result of the stability comparison: version one is the most stable of them.


Version one
This record from the Open Molecules 2025 dataset describes one molecule with the formula C3H9N2OP. The level of theory is ωB97M-V/def2-TZVPD.

**Gap between HOMO and LUMO**: 0.2935 hartree
**2S+1**: 1
**SMILES string**: C=CC=P(N)(N)O

Last columns: bonded neighbours and bond lengths (Å).
Positions of all 16 atoms, in Å:
1 C 0.79804 2.36076 -1.77926  C2 1.330, H8 1.045, H9 1.075
2 C 0.10395 1.30845 -1.35673  C1 1.330, C3 1.427, H10 1.099
3 C 0.41676 0.73022 -0.09031  C2 1.427, P7 1.666, H11 1.035
4 N 0.99122 -1.27476 1.52208  P7 1.680, H12 1.061, H13 1.005
5 N -0.83676 -1.74572 -0.47540  P7 1.680, H14 1.012, H15 0.927
6 O -1.79348 -0.98677 2.04700  P7 2.122, H16 0.952
7 P -0.26426 -0.61188 0.62430  C3 1.666, N4 1.680, N5 1.680, O6 2.122
8 H 0.76335 2.67308 -2.77640  C1 1.045
9 H 1.59480 2.73023 -1.16015  C1 1.075
10 H -0.67170 0.89736 -2.01857  C2 1.099
11 H 0.86109 1.27293 0.67121  C3 1.035
12 H 1.99246 -1.24548 1.17283  N4 1.061
13 H 0.97268 -1.81155 2.37170  N4 1.005
14 H -1.77347 -1.56807 -0.81419  N5 1.012
15 H -0.82972 -2.53135 0.01663  N5 0.927
16 H -2.32497 -0.19746 2.04525  O6 0.952

Löwdin atomic charge list, values in e, 5 entries:
1 C -0.03
2 C -0.28
3 C -0.31
4 N -0.11
5 N -0.07


Version two
This record from the Open Molecules 2025 dataset describes a 2-piece molecular cluster, C3H9N2OP overall. The level of theory is ωB97M-V/def2-TZVPD.

**Gap between HOMO and LUMO (spin up / spin down)**: 0.3336 / 0.2793 hartree
**2S+1**: 1

Last columns: bonded neighbours and bond lengths (Å).
Positions of all 16 atoms, in Å:
1 C -1.50840 -0.90495 0.21033  C3 1.441, H8 1.077
2 C 0.39216 0.52799 0.08841  P7 1.773, H9 1.082
3 C -2.86027 -0.45060 0.00587  C1 1.441, H10 1.097, H11 1.097, H12 1.089
4 N 2.95859 0.37649 1.30851  P7 1.688, H13 1.010, H14 1.007
5 N 2.72732 0.26484 -1.26005  P7 1.690, H15 1.010, H16 1.011
6 O 1.94963 -1.76834 0.19464  P7 1.466
7 P 1.95713 -0.30355 0.13265  C2 1.773, N4 1.688, N5 1.690, O6 1.466
8 H -1.17250 -1.85655 -0.16663  C1 1.077
9 H 0.14436 1.27240 0.83305  C2 1.082
10 H -3.53281 -1.16605 0.49548  C3 1.097
11 H -3.11544 -0.48073 -1.06064  C3 1.097
12 H -3.05256 0.54749 0.39547  C3 1.089
13 H 2.94634 1.38294 1.38666  N4 1.010
14 H 2.90700 -0.08661 2.20152  N4 1.007
15 H 2.70670 -0.44968 -1.97397  N5 1.010
16 H 2.37736 1.14530 -1.61284  N5 1.011

Löwdin atomic charge list, values in e, 5 entries:
1 C 0.04
2 C -0.02
3 C -0.21
4 N -0.08
5 N -0.09


Result of the stability comparison: version one is the most stable of them.


Version one
This record from the Open Molecules 2025 dataset describes an isolated ion of composition C3HN4 and charge +1. The level of theory is ωB97M-V/def2-TZVPD.

**Gap between HOMO and LUMO (spin up / spin down)**: 0.2784 / 0.2846 hartree
**Net charge**: +1
**2S+1**: 1

Last columns: bonded neighbours and bond lengths (Å).
Positions of all 8 atoms, in Å:
1 C 1.07294 0.05563 -0.23148  C3 1.459, N4 1.126
2 C -1.14290 -0.02270 -0.11720  N4 1.214, N6 1.335, N7 1.227
3 C 2.47696 0.29028 -0.55010  C1 1.459, N5 1.210
4 N 0.02253 -0.34966 -0.21136  C1 1.126, C2 1.214
5 N 3.57658 -0.20180 -0.66236  C3 1.210
6 N -1.77942 -0.17630 1.04609  C2 1.335, H8 1.029
7 N -1.58619 0.91338 -0.77430  C2 1.227
8 H -2.64051 -0.50882 1.50070  N6 1.029

Löwdin atomic charge list, values in e, 5 entries:
1 C 0.22
2 C -0.74
3 C 0.01
4 N 0.31
5 N 0.32


Version two
This record from the Open Molecules 2025 dataset describes a 2-piece molecular cluster, C3HN4 overall. The level of theory is ωB97M-V/def2-TZVPD.

**Gap between HOMO and LUMO (spin up / spin down)**: 0.1994 / 0.2937 hartree
**Net charge**: +1
**2S+1**: 1

Last columns: bonded neighbours and bond lengths (Å).
Positions of all 8 atoms, in Å:
1 C 0.88998 -0.27673 0.63231  N7 1.163
2 C -2.18362 0.84229 -0.08013  N4 1.139, N6 1.361
3 C 3.22375 -0.11152 0.01245  N5 1.121
4 N -2.95405 1.68034 -0.04963  C2 1.139
5 N 4.29970 -0.25951 -0.26495  C3 1.121
6 N -1.43348 -0.28954 0.00946  C2 1.361, N7 1.289, H8 1.011
7 N -0.15683 -0.40672 0.14208  C1 1.163, N6 1.289
8 H -1.68545 -1.17862 -0.40159  N6 1.011

Löwdin atomic charge list, values in e, 5 entries:
1 C 0.29
2 C -0.14
3 C 0.01
4 N 0.29
5 N 0.16


Result of the stability comparison: version one is the most stable of them.


Version one
This record from the Open Molecules 2025 dataset describes one molecule with the formula C9H8N2. The level of theory is ωB97M-V/def2-TZVPD.

**Gap between HOMO and LUMO**: 0.3200 hartree
**2S+1**: 1
**SMILES string**: c1ccc(-c2ccc[nH]2)nc1

Last columns: bonded neighbours and bond lengths (Å).
Positions of all 19 atoms, in Å:
1 C 2.16235 1.14748 -1.29738  C2 1.324, C5 1.383, H10 1.269
2 C 1.51095 1.40578 -2.42051  C1 1.324, C3 1.432, H11 1.155
3 C 0.13571 1.00869 -2.38521  C2 1.432, H12 1.091, N18 1.302
4 C 0.20850 0.26711 -0.30693  C5 1.371, C6 1.439, N18 1.298
5 C 1.54921 0.53947 -0.21718  C1 1.383, C4 1.371, H13 0.931
6 C -0.52814 -0.37308 0.75111  C4 1.439, C7 1.458, N19 1.291
7 C -0.16918 -0.58891 2.14726  C6 1.458, C8 1.506, H14 1.121
8 C -1.32565 -1.37735 2.70336  C7 1.506, C9 1.330, H15 1.139
9 C -2.10362 -1.61394 1.65102  C8 1.330, H16 1.166, N19 1.333
10 H 3.39654 1.40645 -1.43520  C1 1.269
11 H 1.66309 1.95886 -3.42260  C2 1.155
12 H -0.40163 1.32827 -3.27877  C3 1.091
13 H 2.10091 0.26808 0.48181  C5 0.931
14 H 0.62116 -0.04237 2.72498  C7 1.121
15 H -1.53715 -1.69649 3.77632  C8 1.139
16 H -3.12363 -2.17730 1.70385  C9 1.166
17 H -2.04651 -0.87494 -0.33736  N19 0.996
18 N -0.47825 0.42410 -1.39766  C3 1.302, C4 1.298
19 N -1.63465 -1.00992 0.55909  C6 1.291, C9 1.333, H17 0.996

Löwdin atomic charge list, values in e, 5 entries:
1 C -0.10
2 C -0.10
3 C -0.14
4 C -0.25
5 C 0.00


Version two
This record from the Open Molecules 2025 dataset describes one molecule with the formula C9H8N2. The level of theory is ωB97M-V/def2-TZVPD.

**Gap between HOMO and LUMO**: 0.3345 hartree
**2S+1**: 1
**SMILES string**: c1ccc(-c2ccc[nH]2)nc1

Last columns: bonded neighbours and bond lengths (Å).
Positions of all 19 atoms, in Å:
1 C -2.40755 -1.37472 -0.03727  C2 1.403, C5 1.398, H10 1.055
2 C -2.91164 -0.82329 -1.22511  C1 1.403, C3 1.411, H11 0.996
3 C -2.01468 0.13226 -1.74904  C2 1.411, H12 1.130, N18 1.238
4 C -0.44174 0.06246 -0.15383  C5 1.461, C6 1.433, N18 1.386
5 C -1.19483 -0.98124 0.53688  C1 1.398, C4 1.461, H13 0.905
6 C 0.81825 0.52963 0.34449  C4 1.433, C7 1.366, N19 1.419
7 C 1.23765 1.08155 1.52188  C6 1.366, C8 1.446, H14 1.163
8 C 2.68271 1.12184 1.48527  C7 1.446, C9 1.332, H15 1.011
9 C 3.13556 0.55852 0.36632  C8 1.332, H16 1.230, N19 1.414
10 H -3.00220 -2.11429 0.42297  C1 1.055
11 H -3.76664 -1.14690 -1.62128  C2 0.996
12 H -2.43731 0.73964 -2.60280  C3 1.130
13 H -0.85708 -1.46137 1.22516  C5 0.905
14 H 0.46775 1.33105 2.35698  C7 1.163
15 H 3.25288 1.35313 2.28686  C8 1.011
16 H 4.25713 0.40784 -0.11525  C9 1.230
17 H 2.12465 -0.15675 -1.33650  N19 1.032
18 N -0.93440 0.57976 -1.34172  C3 1.238, C4 1.386
19 N 1.99149 0.16091 -0.36402  C6 1.419, C9 1.414, H17 1.032

Löwdin atomic charge list, values in e, 5 entries:
1 C -0.05
2 C -0.02
3 C -0.23
4 C -0.16
5 C 0.05


Result of the stability comparison: version one is the most stable of them.